w | The following is a DFT calculation (ωB97M-V with the def2-TZVPD basis set) of a structure of composition C7H10N2.

Its charge is 0. For the LUMO energy, the calculation gives 0.863 eV. The HOMO energy comes out at -7.69 eV.

Element x y z (Å)
C  -0.026  2.509  1.253
C  -0.810  1.073  -0.570
C  -0.982  -0.061  -1.352
C  -0.206  -1.264  -0.993
C  -0.342  -2.374  -1.816
C  0.516  -1.122  0.242
C  0.735  0.243  1.011
H  1.073  2.632  1.551
H  -0.574  2.302  2.551
H  -0.214  3.381  0.824
H  -1.451  2.104  -0.866
H  -1.272  0.078  -2.315
H  -1.236  -2.835  -1.449
H  0.296  -3.305  -0.861
H  0.403  -2.252  -2.699
H  0.826  -2.123  0.601
H  1.948  -0.501  2.266
N  -0.048  1.239  0.564
N  1.363  0.277  2.059


x | The following is a DFT calculation (ωB97M-V with the def2-TZVPD basis set) of the molecule C7H10N2.

Its charge is 0. For the LUMO energy, the calculation gives 0.831 eV. Its structure (SMILES) is Cc1ccc(N)c(N)c1. The HOMO energy comes out at -7.31 eV.

Element x y z (Å)
C  2.909  0.394  -0.107
C  1.386  -0.011  -0.178
C  1.090  -1.356  0.016
C  -0.211  -1.681  0.050
C  -1.216  -0.676  -0.050
N  -2.582  -0.934  -0.334
C  -0.948  0.696  -0.131
N  -1.995  1.583  -0.004
C  0.414  1.055  -0.157
H  3.243  1.038  -0.976
H  3.016  1.136  0.679
H  3.733  -0.449  -0.038
H  1.798  -2.091  0.293
H  -0.613  -2.731  0.056
H  -2.961  -1.801  0.131
H  -3.229  -0.181  -0.251
H  -1.770  2.686  0.166
H  -2.822  1.260  0.771
H  0.757  2.063  0.064


y | The following is a DFT calculation (ωB97M-V with the def2-TZVPD basis set) of the molecule C7H10N2.

Its charge is 0. For the LUMO energy, the calculation gives 0.257 eV. The HOMO energy comes out at -8.69 eV.

Element x y z (Å)
C  0.952  1.023  -0.022
C  -2.579  -0.434  0.035
C  1.751  -1.167  0.018
C  2.115  0.127  0.013
C  0.270  -1.258  -0.038
C  -3.848  0.357  0.022
C  3.490  0.700  0.026
N  -1.515  0.405  -0.035
N  -0.113  0.144  -0.019
H  2.385  -2.034  0.056
H  -0.080  -1.727  -0.964
H  -0.178  -1.796  0.802
H  -3.834  1.212  -0.660
H  -4.687  -0.292  -0.220
H  -4.007  0.741  1.030
H  3.495  1.626  0.597
H  3.800  0.942  -0.991
H  4.215  0.006  0.448
H  -1.633  1.425  -0.098


z | The following is a DFT calculation (ωB97M-V with the def2-TZVPD basis set) of the molecule C7H10N2.

Its charge is 0. For the LUMO energy, the calculation gives 0.950 eV. Its structure (SMILES) is C=C1C=C[C@]2(N)[C@H](N)[C@H]12. The HOMO energy comes out at -8.30 eV.

Element x y z (Å)
C  1.890  -1.578  1.030
C  1.197  -0.638  0.384
C  1.532  0.807  0.340
C  0.643  1.484  -0.425
C  -0.414  0.569  -0.923
N  -1.020  0.761  -2.222
C  -1.342  -0.042  0.178
N  -1.337  0.447  1.487
C  -0.101  -0.794  -0.345
H  1.540  -2.602  1.175
H  2.780  -1.309  1.583
H  2.311  1.263  0.943
H  0.590  2.552  -0.622
H  -0.337  0.455  -2.918
H  -1.862  0.185  -2.355
H  -2.218  -0.602  -0.191
H  -1.464  -0.315  2.138
H  -2.125  1.081  1.628
H  -0.263  -1.725  -0.884


Most favorable structure: x. The second most favorable one is 0.0182 hartree above it.


w | The following is a DFT calculation (ωB97M-V with the def2-TZVPD basis set) of a structure of composition C12H21AuBF2NO3PS2.

Its charge is 0. For the LUMO energy (spin up / spin down), the calculation gives -1.200 / -1.888 eV. As for the multiplicity: 2. The HOMO energy (spin up / spin down) comes out at -8.14 / -8.46 eV. The expectation value of S² is 0.75.

Element x y z (Å)
Au  0.205  -0.822  -2.063
C  2.780  -2.824  3.469
C  2.921  -2.350  2.032
O  2.712  -0.946  1.956
P  1.542  -0.282  1.059
S  -0.148  -0.178  2.307
S  2.546  -0.740  -1.215
O  1.985  1.243  1.219
C  3.303  1.715  0.947
C  3.208  3.148  0.455
H  2.979  -3.891  3.519
H  1.775  -2.624  3.837
H  3.492  -2.304  4.103
H  2.209  -2.866  1.381
H  3.936  -2.542  1.666
H  3.778  1.074  0.199
H  3.884  1.671  1.873
H  2.751  3.188  -0.531
H  4.202  3.584  0.405
H  2.606  3.736  1.145
O  -1.448  -2.550  -1.033
C  -2.310  -2.040  -0.030
C  -3.573  -1.387  -0.594
C  -3.291  -0.330  -1.673
C  -2.608  0.886  -1.128
C  -3.342  1.970  -0.652
C  -2.675  3.081  -0.165
C  -1.288  3.075  -0.154
C  -0.637  1.962  -0.652
N  -1.280  0.906  -1.124
H  -1.964  -3.073  -1.659
H  -1.716  -1.325  0.546
H  -2.604  -2.862  0.638
H  -4.126  -0.938  0.233
H  -4.201  -2.163  -1.041
H  -4.243  -0.036  -2.119
H  -2.662  -0.771  -2.447
H  -4.421  1.939  -0.672
H  -3.233  3.933  0.199
H  -0.733  3.919  0.219
H  0.440  1.908  -0.684
F  0.674  -0.642  -5.082
B  -0.138  -0.990  -4.099
F  -1.289  -1.459  -4.591


x | The following is a DFT calculation (ωB97M-V with the def2-TZVPD basis set) of a structure of composition C12H21AuBF2NO3PS2.

Its charge is 0. For the LUMO energy (spin up / spin down), the calculation gives -1.189 / -1.365 eV. As for the multiplicity: 2. The HOMO energy (spin up / spin down) comes out at -7.53 / -7.47 eV. The expectation value of S² is 0.76.

Element x y z (Å)
Au  -0.459  -1.476  -1.518
C  5.305  -1.544  -0.106
C  4.385  -0.542  -0.775
O  3.563  0.092  0.214
P  1.981  -0.156  0.345
S  1.741  -2.453  -0.425
S  1.185  0.651  -1.365
O  1.680  0.868  1.525
C  2.240  2.176  1.714
C  1.252  2.970  2.542
H  5.954  -2.017  -0.842
H  4.708  -2.312  0.386
H  5.922  -1.045  0.641
H  3.764  -1.029  -1.528
H  4.951  0.256  -1.260
H  2.418  2.646  0.745
H  3.194  2.070  2.233
H  0.325  3.109  1.987
H  1.673  3.940  2.803
H  1.024  2.427  3.458
O  -1.917  0.515  -2.982
C  -2.317  1.473  -2.009
C  -3.682  1.085  -1.473
C  -3.750  -0.363  -0.944
C  -3.036  -0.578  0.362
C  -3.751  -0.517  1.556
C  -3.120  -0.786  2.756
C  -1.765  -1.068  2.747
C  -1.112  -1.087  1.531
N  -1.723  -0.872  0.366
H  -1.128  0.846  -3.426
H  -2.388  2.466  -2.463
H  -1.579  1.516  -1.203
H  -4.410  1.176  -2.283
H  -3.956  1.790  -0.685
H  -3.309  -1.015  -1.700
H  -4.801  -0.626  -0.820
H  -4.803  -0.271  1.528
H  -3.677  -0.789  3.684
H  -1.220  -1.291  3.652
H  -0.051  -1.294  1.486
F  -0.071  -4.010  -3.118
B  0.071  -2.684  -3.119
F  0.690  -2.247  -4.215


Most favorable structure: x. The second most favorable one is 0.0087 hartree above it.


w | The following is a DFT calculation (ωB97M-V with the def2-TZVPD basis set) of a cluster of 7 separate species, C7H28O7 in total.

Its charge is 0. For the LUMO energy, the calculation gives 0.390 eV. Its structure (SMILES) is CO.CO.CO.CO.CO.CO.CO. The HOMO energy comes out at -10.12 eV.

Element x y z (Å)
C  -37.480  -1.533  -13.345
O  -36.623  -0.713  -12.553
H  -38.472  -1.080  -13.329
H  -37.095  -1.507  -14.364
H  -37.530  -2.578  -13.038
H  -36.885  0.186  -12.763
C  -36.937  -4.596  -19.844
O  -37.358  -4.912  -18.615
H  -37.460  -5.177  -20.604
H  -37.240  -3.579  -20.094
H  -35.884  -4.863  -19.933
H  -38.206  -4.502  -18.427
C  -31.724  -2.202  -15.431
O  -30.405  -1.661  -15.526
H  -31.747  -2.969  -14.657
H  -32.474  -1.455  -15.171
H  -32.070  -2.668  -16.354
H  -30.121  -1.296  -14.685
C  -23.461  -1.723  -16.625
O  -22.299  -1.887  -15.887
H  -23.459  -0.986  -17.429
H  -23.615  -2.674  -17.135
H  -24.369  -1.585  -16.039
H  -21.502  -1.960  -16.417
C  -29.024  -4.840  -19.936
O  -28.227  -4.522  -18.787
H  -29.177  -4.015  -20.632
H  -28.677  -5.757  -20.411
H  -29.982  -5.083  -19.475
H  -28.623  -3.766  -18.348
C  -33.691  -4.432  -9.527
O  -34.342  -3.259  -9.128
H  -33.774  -5.105  -8.673
H  -34.105  -4.999  -10.360
H  -32.648  -4.234  -9.774
H  -34.666  -2.764  -9.884
C  -25.495  0.547  -11.219
O  -26.518  0.849  -12.166
H  -24.588  0.114  -11.642
H  -25.279  1.500  -10.736
H  -25.834  -0.185  -10.486
H  -26.214  1.622  -12.646


x | The following is a DFT calculation (ωB97M-V with the def2-TZVPD basis set) of a cluster of 7 separate species, C7H28O7 in total.

Its charge is 0. For the LUMO energy, the calculation gives 0.583 eV. Its structure (SMILES) is CC(C)O.CC(C)O.CO.O.O.O.O. The HOMO energy comes out at -10.24 eV.

Element x y z (Å)
C  -2.340  -5.425  6.550
C  -3.410  -5.941  7.432
C  -4.092  -7.222  7.048
O  -2.825  -6.141  8.742
H  -2.684  -5.392  5.511
H  -1.484  -6.106  6.514
H  -2.109  -4.466  6.955
H  -4.185  -5.238  7.478
H  -4.491  -7.584  7.985
H  -3.426  -7.924  6.476
H  -4.863  -6.988  6.259
H  -2.342  -6.950  8.566
C  -1.862  -9.772  13.736
C  -0.350  -9.805  13.630
C  0.135  -11.153  12.959
O  0.168  -8.764  12.799
H  -2.257  -8.783  13.880
H  -2.297  -10.513  14.449
H  -2.182  -10.036  12.745
H  0.027  -9.713  14.649
H  -0.208  -11.016  11.905
H  -0.308  -12.046  13.381
H  1.217  -11.285  12.946
H  -0.234  -7.908  13.017
C  -4.093  -11.070  10.803
O  -4.705  -9.795  11.097
H  -3.035  -10.849  10.512
H  -4.001  -11.679  11.698
H  -4.521  -11.547  9.944
H  -5.639  -9.981  11.205
O  -1.341  -6.468  13.633
H  -1.442  -5.757  14.287
H  -2.202  -6.489  13.189
O  -3.519  -6.606  11.722
H  -3.509  -7.489  11.406
H  -3.583  -6.154  10.803
O  -1.739  -9.197  8.053
H  -1.635  -9.023  9.016
H  -2.499  -9.760  7.931
O  -1.181  -8.289  10.445
H  -0.848  -7.382  10.684
H  -0.604  -8.762  11.047


Most favorable structure: x. The second most favorable one is 0.1552 hartree above it.


w | The following is a DFT calculation (ωB97M-V with the def2-TZVPD basis set) of a cluster of 2 separate species, C4H5BrO in total.

Its charge is 0. For the LUMO energy (spin up / spin down), the calculation gives -0.853 / 0.229 eV. The HOMO energy (spin up / spin down) comes out at -7.27 / -8.10 eV.

Element x y z (Å)
C  0.282  -0.616  0.069
C  1.544  -0.656  0.046
C  0.854  -1.976  0.506
C  -1.660  1.295  -0.544
O  -1.754  2.017  0.473
Br  3.187  0.117  -0.168
H  0.993  -2.213  1.562
H  0.873  -2.757  -0.238
H  -2.553  0.973  -0.990
H  -0.857  1.219  -1.294
H  -0.910  2.596  0.577


x | The following is a DFT calculation (ωB97M-V with the def2-TZVPD basis set) of a cluster of 2 separate species, C4H5BrO in total.

Its charge is 0. For the LUMO energy, the calculation gives 0.748 eV. Its structure (SMILES) is C=C=O.C=CBr. The HOMO energy comes out at -9.59 eV.

Element x y z (Å)
C  -2.624  -0.289  -1.411
C  -2.277  -1.004  -0.397
O  -1.941  -1.634  0.520
H  -1.887  0.034  -2.120
H  -3.647  -0.020  -1.583
C  2.305  0.166  1.227
C  1.152  0.776  1.408
Br  1.013  2.593  1.926
H  2.317  -0.869  0.933
H  3.258  0.650  1.361
H  0.190  0.305  1.283


Most favorable structure: x. The second most favorable one is 0.2006 hartree above it.